[1]
{"formula": "C3H5NS2", "method": "ωB97M-V with the def2-TZVPD basis set", "symbols": ["N", "C", "C", "C", "S", "S", "H", "H", "H", "H", "H"], "positions_angstrom": [[1.558589, 0.331108, 0.459849], [0.836103, -0.709840, -0.132873], [-0.490932, -0.846356, -0.353886], [-1.561177, 0.127841, -0.040729], [-3.094767, -0.335389, 0.269987], [-1.213845, 1.850198, -0.089105], [2.476875, 0.185759, 0.859995], [0.958183, 1.031965, 0.893709], [1.445158, -1.561811, -0.383601], [-0.838726, -1.830400, -0.673831], [-0.075460, 1.756930, -0.809517]], "forces_ev_per_a": [[-1.4800, -0.2456, -0.5461], [0.8472, 0.4022, 0.8845], [-0.4258, 0.6693, 0.2826], [0.3338, -0.7860, -0.4239], [0.1111, 0.0329, 0.1116], [0.2023, -0.0529, -0.1157], [-0.4507, -0.2060, -0.2365], [0.6906, -0.1866, 0.0458], [0.2045, -0.1592, -0.0848], [0.1023, 0.4221, -0.0162], [-0.1354, 0.1097, 0.0987]], "spin_multiplicity": 1, "smiles": "N/C=C\\C(=S)S", "homo_lumo_gap_ev": 8.10, "e_above_lowest_kcal_mol": 21.6, "total_charge": 0, "mol_weight_g_mol": 119.21}

[2]
{"formula": "C4H7N2O2", "method": "ωB97M-V with the def2-TZVPD basis set", "symbols": ["C", "C", "C", "C", "N", "N", "O", "O", "H", "H", "H", "H", "H", "H", "H"], "positions_angstrom": [[1.297289, 0.935231, -0.358621], [-0.116769, -0.678971, 0.401017], [-0.040540, 1.023086, -1.136653], [-0.619074, -1.780275, 1.225223], [1.110537, -0.156945, 0.516692], [-0.789200, -0.074730, -0.548310], [2.267129, 1.604673, -0.442031], [-0.750220, 2.190787, -0.929195], [0.141159, 0.824154, -2.208513], [-0.818804, -1.417521, 2.236989], [0.126520, -2.569970, 1.316964], [-1.540726, -2.193550, 0.824057], [1.809498, -0.445407, 1.192156], [-1.768438, -0.213186, -0.761602], [-0.308360, 2.952624, -1.328171]], "forces_ev_per_a": [[-5.1075, -5.2248, 1.8412], [0.7332, -1.0031, 0.9893], [-0.9052, 0.3340, -1.1106], [-0.0192, -0.2583, 0.6039], [-0.2092, 0.9756, -0.5670], [0.3435, 1.1905, -0.8321], [5.0494, 3.7369, -0.8340], [0.1346, -0.0936, 0.2153], [0.1101, 0.3983, 0.1288], [-0.0952, -0.0261, 0.0086], [-0.0487, -0.0653, -0.0894], [0.0418, -0.0171, -0.0653], [-0.1307, 0.0218, -0.1175], [0.1717, -0.0134, 0.0434], [-0.0685, 0.0447, -0.2145]], "spin_multiplicity": 3, "homo_lumo_gap_ev": [7.72, 7.30], "e_above_lowest_kcal_mol": 0.0, "total_charge": 1, "mol_weight_g_mol": 115.11}

[3]
{"formula": "CHF3N2", "method": "ωB97M-V with the def2-TZVPD basis set", "symbols": ["H", "N", "C", "F", "N", "F", "F"], "positions_angstrom": [[0.594613, -0.009234, 0.428712], [-0.412226, 0.500226, 0.434705], [-1.435633, -0.395567, -0.053950], [-1.164659, -1.640252, -0.437730], [-2.704936, 0.112213, -0.390553], [-3.611699, -0.367973, 0.671368], [-2.694595, 1.502730, -0.421026]], "forces_ev_per_a": [[-3.1678, 0.9371, -0.1108], [-3.1959, -5.7977, -2.5425], [7.8063, 5.0404, 2.7288], [-1.1754, 0.9127, 0.3249], [-1.5525, -0.7069, -0.1116], [1.4228, 1.3439, -1.3075], [-0.1375, -1.7295, 1.0187]], "spin_multiplicity": 1, "smiles": "[H]/N=C(\\F)N(F)F", "homo_lumo_gap_ev": [10.32, 10.32], "e_above_lowest_kcal_mol": 160.1, "total_charge": 0, "mol_weight_g_mol": 98.03}

What did the third record say?
{"formula": "CHF3N2", "method": "ωB97M-V with the def2-TZVPD basis set", "symbols": ["H", "N", "C", "F", "N", "F", "F"], "positions_angstrom": [[0.594613, -0.009234, 0.428712], [-0.412226, 0.500226, 0.434705], [-1.435633, -0.395567, -0.053950], [-1.164659, -1.640252, -0.437730], [-2.704936, 0.112213, -0.390553], [-3.611699, -0.367973, 0.671368], [-2.694595, 1.502730, -0.421026]], "forces_ev_per_a": [[-3.1678, 0.9371, -0.1108], [-3.1959, -5.7977, -2.5425], [7.8063, 5.0404, 2.7288], [-1.1754, 0.9127, 0.3249], [-1.5525, -0.7069, -0.1116], [1.4228, 1.3439, -1.3075], [-0.1375, -1.7295, 1.0187]], "spin_multiplicity": 1, "smiles": "[H]/N=C(\\F)N(F)F", "homo_lumo_gap_ev": [10.32, 10.32], "e_above_lowest_kcal_mol": 160.1, "total_charge": 0, "mol_weight_g_mol": 98.03}

- What is the formula in the third record?
  CHF3N2